(1)
C23H29Cl5LuNO2P2 as an isolated structure at a distorted geometry. Source: the Open Molecules 2025 dataset; level of theory: ωB97M-V with the def2-TZVPD basis set.

Results
* charge: 0
* highest occupied orbital energy (alpha / beta): -4.16 / -4.16 eV

Each line ends with the Mulliken charge.
Positions of all 63 atoms, in Å:
C (1.01063, -3.73022, -1.25301)  -1.15
C (0.93210, -2.49561, -0.57793)  1.28
N (-0.16497, -1.67991, -0.88096)  0.50
C (-1.13879, -2.12678, -1.73656)  0.71
C (-1.10648, -3.38369, -2.32858)  -0.77
C (0.02069, -4.18220, -2.10539)  -0.59
C (1.92742, -2.11435, 0.38002)  -1.74
P (1.75177, -0.80780, 1.58162)  1.76
Lu (-0.39864, 0.25482, 0.27339)  -1.40
P (-1.87887, 0.61821, -1.98320)  1.16
C (-2.32943, -1.19068, -2.02841)  -1.41
C (1.00392, 2.43944, 0.25856)  0.81
C (1.14664, 2.80954, 1.60960)  -0.14
C (0.91233, 4.13454, 1.97796)  -0.63
C (0.59138, 5.09063, 1.01316)  -0.54
C (0.49597, 4.72754, -0.33092)  -0.74
C (0.70329, 3.40733, -0.71309)  0.29
O (5.16605, -1.69381, -2.46955)  -0.58
O (2.63385, 1.54969, -1.80243)  0.77
H (1.91945, -4.30718, -1.09381)  0.45
H (-1.94083, -3.69184, -2.97489)  0.41
H (0.11304, -5.13033, -2.63457)  0.39
C (1.78189, -1.56514, 3.25798)  -1.33
C (3.42996, -0.10133, 1.54466)  -1.43
H (-2.75519, -1.40162, -3.03029)  0.53
H (-3.12860, -1.35597, -1.27240)  0.34
H (6.04283, -2.04177, -2.46487)  0.28
H (2.56049, -2.94758, 0.70461)  0.11
C (-3.54043, 1.35577, -1.91752)  -1.40
C (-1.38042, 0.89495, -3.70788)  -1.34
H (1.46324, 2.06331, 2.35708)  0.19
H (1.00499, 4.41829, 3.02867)  0.39
H (0.44134, 6.12547, 1.31005)  0.39
H (0.30397, 5.47667, -1.09573)  0.39
H (0.64131, 3.12601, -1.77184)  0.51
H (2.07125, 0.97867, -1.07809)  0.10
H (3.48594, 1.82583, -1.40561)  0.22
H (2.80335, 1.05699, -2.60849)  0.14
H (4.68828, -2.10106, -3.20835)  0.32
H (1.33814, 1.34134, -0.08504)  -1.55
H (2.74164, -2.08019, 3.42828)  0.42
H (1.67076, -0.76915, 4.01318)  0.35
H (0.96017, -2.28519, 3.37618)  0.26
H (4.15799, -0.86640, 1.83995)  0.48
H (3.70153, 0.22119, 0.53335)  0.16
H (3.50214, 0.74650, 2.23384)  0.41
H (-2.22162, 0.72633, -4.39526)  0.42
H (-1.03697, 1.93275, -3.81105)  0.40
H (-0.55495, 0.22484, -3.97921)  0.29
H (-4.10651, 1.12904, -2.83293)  0.43
H (-4.09034, 0.98071, -1.04381)  0.33
H (-3.43123, 2.44337, -1.81583)  0.37
Cl (-2.13544, 2.02397, 1.29089)  -0.16
C (-2.54365, 0.49880, 2.14664)  0.48
C (-1.83038, -0.64272, 1.81783)  -0.72
C (-2.16911, -1.88267, 2.34824)  0.41
Cl (-1.32985, -3.30543, 1.83943)  -0.09
C (-3.20461, -1.95816, 3.28908)  0.32
Cl (-3.60712, -3.46129, 3.97713)  -0.19
C (-3.90892, -0.78402, 3.66377)  0.26
Cl (-5.15416, -0.87615, 4.81477)  -0.19
C (-3.58492, 0.45829, 3.07467)  0.08
Cl (-4.44729, 1.87940, 3.45290)  -0.21



(2)
C23H29F4LaN8O3 as an isolated structure at a distorted geometry. Source: the Open Molecules 2025 dataset; level of theory: ωB97M-V with the def2-TZVPD basis set.

Results
* charge: +2
* highest occupied orbital energy (alpha / beta): -14.04 / -14.03 eV

Each line ends with the Mulliken charge.
Positions of all 68 atoms, in Å:
La (-0.47580, -0.06881, 0.00372)  1.71
N (1.39308, 0.58747, 1.93245)  -0.53
C (1.39361, -0.24443, 3.16660)  -0.73
C (0.21396, 0.06381, 4.06781)  -0.54
C (-1.15780, -0.26655, 3.50776)  -0.67
N (-1.56644, 0.65723, 2.40631)  -0.50
H (2.28664, 0.45298, 1.45844)  0.26
H (1.40948, 1.57054, 2.21098)  0.23
H (2.32539, -0.10525, 3.71963)  0.43
H (1.36947, -1.29591, 2.85897)  0.35
H (0.23885, 1.11651, 4.37320)  0.33
H (0.34088, -0.50418, 4.99053)  0.34
H (-1.89912, -0.23792, 4.30939)  0.45
H (-1.16872, -1.29151, 3.11475)  0.30
H (-1.37164, 1.61301, 2.70859)  0.27
H (-2.58173, 0.62320, 2.32953)  0.24
C (-0.41001, -0.43701, -4.19330)  -1.78
C (-1.05747, -1.14187, -3.02564)  2.32
C (-2.12735, -2.12255, -3.47443)  -1.91
O (-1.65157, -0.11938, -2.14394)  -0.68
C (-0.03038, -1.94171, -2.18443)  0.06
O (0.93783, -2.45461, -2.67010)  -0.49
O (-0.32072, -1.99256, -0.86144)  -0.65
H (-1.17779, -0.03227, -4.85043)  0.47
H (0.20128, -1.14096, -4.75296)  0.36
H (0.22566, 0.38280, -3.86264)  0.32
H (-2.88767, -1.60696, -4.06158)  0.45
H (-2.59964, -2.61953, -2.63201)  0.37
H (-1.66511, -2.88247, -4.10201)  0.50
H (-2.62249, -0.32112, -1.98648)  0.60
C (-5.26340, -2.68160, -0.92581)  -1.70
C (-5.37596, -1.16407, -0.96200)  1.12
C (-6.24278, -0.66536, 0.19148)  -1.59
C (-5.93704, -0.69248, -2.29647)  -1.68
N (-4.00733, -0.53646, -0.88134)  -0.41
N (-3.17986, -1.00435, 0.21689)  -0.37
H (-6.23593, -3.10891, -1.16371)  0.49
H (-4.98622, -3.07154, 0.05452)  0.38
H (-4.56295, -3.05483, -1.66933)  0.36
H (-7.21370, -1.15634, 0.18211)  0.42
H (-6.41706, 0.40921, 0.11886)  0.41
H (-5.80061, -0.88064, 1.16758)  0.39
H (-6.98852, -0.96011, -2.37906)  0.46
H (-5.40057, -1.14553, -3.12878)  0.32
H (-5.87032, 0.39242, -2.39270)  0.42
H (-4.16573, 0.45317, -0.68597)  0.39
H (-2.96330, -1.98373, 0.01189)  0.25
H (-3.73925, -1.03469, 1.07529)  0.24
F (2.76030, 0.60647, -3.86305)  -0.38
C (3.65373, -0.29867, -4.27807)  0.31
C (4.01599, -0.33427, -5.56916)  0.31
F (3.46258, 0.51708, -6.40999)  -0.28
C (5.01363, -1.27778, -6.07584)  0.08
C (5.59061, -2.14146, -5.04311)  0.37
C (5.21725, -2.08651, -3.75069)  -0.15
F (5.77292, -2.90586, -2.87202)  -0.29
C (4.20224, -1.17417, -3.27595)  0.61
C (3.80462, -1.14162, -1.97343)  1.02
C (2.73136, -0.34318, -1.47721)  0.26
N (1.85617, 0.18567, -0.94168)  -0.65
C (4.32567, -1.93716, -0.89614)  -0.48
N (4.67168, -2.44578, 0.07179)  -0.45
F (6.50804, -3.01479, -5.39986)  -0.26
C (5.36703, -1.34629, -7.38416)  1.33
C (4.78725, -0.51353, -8.40266)  -0.18
N (4.36912, 0.14998, -9.23876)  -0.39
C (6.34650, -2.26275, -7.89930)  -0.22
N (7.09241, -3.00002, -8.36198)  -0.37



(3)
C23H29F5NO2P2STc as an isolated structure at a distorted geometry. Source: the Open Molecules 2025 dataset; level of theory: ωB97M-V with the def2-TZVPD basis set.

Results
* charge: +1
* highest occupied orbital energy (alpha / beta): -10.95 / -10.89 eV
* multiplicity: 4

Each line ends with the Löwdin spin population.
Positions of all 64 atoms, in Å:
C (-0.59367, 0.38635, -4.30751)  0.00
C (-0.14829, 0.35751, -2.99647)  0.01
N (-0.89654, -0.07309, -1.99387)  0.01
C (-2.20677, -0.33222, -2.21411)  0.01
C (-2.73659, -0.25639, -3.47954)  0.00
C (-1.94229, 0.08704, -4.54479)  0.01
C (1.20804, 0.89427, -2.66218)  0.00
P (1.82603, 0.40334, -1.04989)  0.10
Tc (-0.06434, -0.18081, 0.00564)  1.93
P (-2.43687, -0.33248, 0.59874)  0.04
C (-3.08709, -0.74122, -1.05808)  -0.01
C (0.96100, -0.20931, 1.90795)  0.01
C (1.86871, -1.20800, 2.24363)  0.04
C (2.32765, -1.31364, 3.56028)  -0.01
C (1.90020, -0.40922, 4.53755)  0.04
C (1.04257, 0.63273, 4.17065)  -0.01
C (0.59692, 0.75818, 2.84998)  0.04
O (0.64402, 3.41857, -2.35664)  0.00
O (-1.01054, 2.59852, -0.76725)  0.37
H (0.09075, 0.68941, -5.07230)  0.00
H (-3.80984, -0.48189, -3.59348)  0.00
H (-2.33398, 0.14578, -5.55261)  0.00
C (2.95388, -1.00348, -1.25712)  0.05
C (2.92834, 1.71745, -0.47589)  0.01
H (-4.06391, -0.24708, -1.12383)  0.00
H (-3.28836, -1.82433, -1.08216)  0.00
H (1.08841, 1.95825, -2.63818)  0.00
H (1.97807, 0.66790, -3.43007)  0.00
C (-2.86980, -1.64692, 1.74254)  0.02
C (-3.38785, 1.11343, 1.12394)  0.00
H (2.23231, -1.90313, 1.48950)  0.00
H (3.02089, -2.12102, 3.82612)  0.00
H (2.24230, -0.50875, 5.57526)  0.00
H (0.71049, 1.35589, 4.92273)  0.00
H (-0.02464, 1.59485, 2.55209)  0.00
H (0.30501, 1.50635, -0.47951)  0.07
H (-1.37029, 3.43943, -0.42105)  0.01
H (-0.22544, 3.15620, -1.77444)  0.00
H (0.58816, 3.85704, -3.19975)  0.00
H (-1.14106, 0.70764, 1.02553)  -0.01
H (3.68620, -0.75384, -2.02342)  0.01
H (3.48600, -1.19662, -0.31869)  0.00
H (2.43767, -1.92425, -1.52814)  0.00
H (3.85887, 1.67113, -1.04737)  0.00
H (2.40318, 2.66154, -0.64665)  0.00
H (3.11781, 1.56805, 0.59557)  0.00
H (-4.45500, 0.86402, 1.12993)  0.00
H (-3.05786, 1.38558, 2.13926)  0.00
H (-3.15968, 1.93545, 0.43785)  0.00
H (-3.95903, -1.65944, 1.82729)  0.00
H (-2.50687, -2.60218, 1.37335)  0.00
H (-2.42093, -1.43185, 2.70882)  0.00
F (2.14825, -7.27521, 2.30833)  0.00
C (1.64067, -6.20088, 1.66314)  0.00
C (1.92919, -5.99561, 0.31402)  0.00
F (2.72328, -6.86364, -0.34553)  0.00
C (1.39734, -4.88701, -0.32793)  0.01
F (1.72144, -4.66066, -1.62286)  0.00
C (0.55358, -3.96522, 0.32705)  0.03
S (-0.16969, -2.64617, -0.55875)  0.18
C (0.29906, -4.21311, 1.68839)  0.01
F (-0.46819, -3.33849, 2.40336)  0.00
C (0.83100, -5.30317, 2.36226)  0.00
F (0.58429, -5.47443, 3.68352)  0.00



(4)
The molecule C23H29N3O4S. Source: the Open Molecules 2025 dataset; level of theory: ωB97M-V with the def2-TZVPD basis set.

Results
* charge: 0
* highest occupied orbital energy: -8.62 eV

Each line ends with the Mulliken charge.
Positions of all 60 atoms, in Å:
C (-7.72200, -0.80493, 1.48546)  -1.33
C (-6.21931, -0.67288, 1.60523)  0.92
O (-5.65853, -0.69898, 2.67904)  -0.62
N (-5.53966, -0.48523, 0.43348)  0.18
C (-4.17614, -0.20079, 0.33982)  0.27
C (-3.19616, -0.30547, 1.31416)  -1.58
C (-1.89647, 0.03586, 0.96583)  -0.29
C (-1.60239, 0.46237, -0.31358)  -0.24
C (-2.57973, 0.57868, -1.29079)  -0.82
C (-3.86887, 0.24009, -0.95427)  0.79
C (-5.12251, 0.28270, -1.77555)  -1.05
H (-4.99258, -0.15709, -2.76289)  0.41
H (-5.45106, 1.31686, -1.90431)  0.31
C (-6.11189, -0.52493, -0.91592)  -0.25
C (-6.18327, -1.97285, -1.40481)  -1.39
H (-6.77574, -2.58981, -0.73448)  0.38
H (-6.63072, -2.01062, -2.39466)  0.39
H (-5.18033, -2.39079, -1.45455)  0.36
H (-7.10807, -0.07761, -0.91742)  0.46
H (-2.30294, 0.91497, -2.27648)  0.51
S (0.06000, 0.94551, -0.72657)  1.64
O (0.29573, 0.74395, -2.12839)  -0.77
O (0.97962, 0.31777, 0.18905)  -0.47
N (-0.03778, 2.59791, -0.45426)  -0.30
H (0.09949, 2.76917, 0.53690)  0.40
C (0.92466, 3.38189, -1.20897)  -0.96
C (2.36729, 2.90957, -0.98856)  -0.62
C (2.65040, 2.70826, 0.49615)  0.57
O (1.98526, 3.23030, 1.37253)  -0.75
N (3.73370, 1.94856, 0.74578)  -0.15
H (4.14169, 1.42608, -0.01565)  0.29
C (4.03521, 1.44507, 2.06643)  -0.83
H (3.46059, 2.04500, 2.77444)  0.44
H (5.10509, 1.57749, 2.25902)  0.37
C (3.65277, -0.03866, 2.18405)  -0.64
C (4.46069, -0.85943, 1.22010)  0.21
C (5.75256, -1.26599, 1.53053)  -0.63
C (6.50941, -1.97017, 0.61305)  -0.66
C (5.99930, -2.28255, -0.64180)  0.99
C (4.70799, -1.87554, -0.94980)  -0.96
C (3.94650, -1.17263, -0.03248)  -0.10
H (2.93843, -0.86974, -0.27851)  0.59
H (4.29069, -2.11108, -1.91882)  0.37
C (6.82254, -3.06058, -1.62405)  -1.45
H (6.41798, -2.96921, -2.62916)  0.35
H (6.82755, -4.11707, -1.35381)  0.29
H (7.85388, -2.71250, -1.62554)  0.37
H (7.51161, -2.28295, 0.87150)  0.39
H (6.16748, -1.03252, 2.50145)  0.42
H (2.59238, -0.13662, 1.94731)  0.00
H (3.82843, -0.36650, 3.20986)  0.51
H (2.51092, 1.96201, -1.51015)  0.38
H (3.06748, 3.64454, -1.39127)  0.50
H (0.80880, 4.42305, -0.90167)  0.44
H (0.66223, 3.27787, -2.26342)  0.37
H (-1.09342, -0.04060, 1.68117)  0.54
H (-3.44190, -0.63660, 2.30857)  0.52
H (-8.00595, -1.63021, 0.83930)  0.29
H (-8.12199, -0.97788, 2.48088)  0.36
H (-8.14898, 0.11543, 1.09154)  0.31